[1]
The following is a DFT calculation (ωB97M-V/def2-TZVPD) of a structure of composition C22H21AlBrCl6O2 in a non-equilibrium geometry.

Each line ends with the Löwdin charge.
Atoms and positions in Å:
C  0.518  -0.686  5.557  0.04
C  -0.024  0.693  5.381  -0.65
O  0.629  1.498  4.871  0.05
O  -1.217  1.015  5.855  0.03
C  -2.229  -0.029  5.585  -0.33
C  -3.637  0.476  5.665  -0.29
Al  -4.852  -1.114  6.111  -0.06
Br  -3.696  -3.103  5.288  0.00
H  0.876  -0.818  6.560  0.09
H  -0.192  -1.472  5.364  0.08
H  1.316  -0.790  4.859  0.09
H  -2.068  -0.443  4.609  0.04
H  -2.083  -0.810  6.308  0.06
H  -3.746  1.275  6.370  0.04
H  -3.905  0.823  4.681  0.04
H  -6.214  -1.023  5.279  -0.14
H  -5.029  -1.251  7.695  -0.13
Cl  -2.150  -1.176  1.864  0.71
C  -0.857  -0.063  1.603  -0.65
C  -0.306  0.145  0.348  -0.68
Cl  -0.899  -0.692  -1.050  0.66
C  0.741  1.039  0.189  -0.12
C  1.240  1.725  1.284  -0.07
C  0.687  1.520  2.541  -0.05
C  -0.358  0.630  2.695  -0.07
H  1.170  1.198  -0.791  0.10
H  2.060  2.419  1.156  0.10
H  1.068  2.050  3.403  0.09
H  -0.787  0.471  3.673  0.07
Cl  0.561  0.375  -5.939  0.69
C  -1.082  -0.165  -5.945  -0.68
C  -1.819  -0.250  -7.115  -0.69
Cl  -1.137  0.169  -8.649  0.66
C  -3.136  -0.680  -7.070  -0.11
C  -3.713  -1.027  -5.860  -0.08
C  -2.972  -0.947  -4.690  -0.07
C  -1.659  -0.516  -4.736  -0.11
H  -3.712  -0.744  -7.982  0.10
H  -4.741  -1.360  -5.831  0.11
H  -3.416  -1.219  -3.742  0.11
H  -1.080  -0.453  -3.826  0.06
Cl  7.416  1.980  -4.567  0.66
C  6.125  1.014  -3.941  -0.69
C  6.347  0.042  -2.978  -0.69
Cl  7.927  -0.254  -2.339  0.67
C  5.288  -0.717  -2.504  -0.11
C  4.010  -0.506  -2.989  -0.07
C  3.787  0.470  -3.950  -0.08
C  4.843  1.228  -4.424  -0.11
H  5.464  -1.475  -1.754  0.11
H  3.187  -1.101  -2.617  0.11
H  2.789  0.639  -4.328  0.05
H  4.671  1.988  -5.172  0.11

As for the orbital gap: 7.44 eV. The calculation puts the HOMO energy at -5.60 eV. As for the net charge: -1. The max |F| is 5.374 eV/Å.

=====

[2]
The following is a DFT calculation (ωB97M-V/def2-TZVPD) of a structure of composition C22H21AlF4N2PSe2.

Each line ends with the Löwdin charge.
Atoms and positions in Å:
Al  0.430  -1.141  0.313  -0.21
C  1.180  -2.643  -2.154  -0.09
N  -0.005  -2.458  -1.287  -0.32
C  -1.132  -1.967  -2.105  -0.06
C  -0.352  -3.757  -0.639  -0.14
C  -0.906  -3.481  0.751  -0.16
N  0.064  -2.598  1.388  -0.04
C  0.714  -2.848  2.560  -0.14
C  1.730  -1.933  2.854  -0.09
F  1.870  -0.961  1.870  0.04
C  2.528  -1.969  3.967  -0.21
F  3.475  -1.048  4.141  0.12
C  2.332  -2.975  4.894  0.08
C  1.332  -3.897  4.645  -0.21
F  1.120  -4.872  5.523  0.12
C  0.532  -3.850  3.514  -0.13
F  -0.426  -4.781  3.361  0.10
H  1.047  -3.509  -2.805  0.11
H  2.069  -2.796  -1.541  0.10
H  1.331  -1.763  -2.776  0.06
H  -1.308  -2.632  -2.954  0.11
H  -0.907  -0.967  -2.479  0.08
H  -2.036  -1.911  -1.501  0.09
H  0.565  -4.333  -0.522  0.13
H  -1.044  -4.323  -1.266  0.14
H  -1.075  -4.406  1.292  0.13
H  -1.869  -2.961  0.670  0.11
H  2.936  -3.038  5.786  0.14
Se  1.659  0.506  -0.972  0.63
P  -0.179  1.634  -0.481  0.36
Se  -1.418  0.341  0.796  0.62
C  -1.044  2.069  -2.012  -0.41
C  -0.370  2.855  -2.945  -0.08
C  -0.998  3.191  -4.131  -0.06
C  -2.290  2.748  -4.385  -0.05
C  -2.962  1.975  -3.450  -0.06
C  -2.340  1.630  -2.259  -0.11
C  0.205  3.173  0.379  -0.41
C  1.504  3.524  0.718  -0.09
C  1.733  4.730  1.364  -0.06
C  0.670  5.568  1.665  -0.05
C  -0.630  5.208  1.330  -0.06
C  -0.869  4.009  0.684  -0.08
H  0.636  3.203  -2.737  0.11
H  -0.485  3.805  -4.860  0.12
H  -2.776  3.007  -5.317  0.11
H  -3.974  1.643  -3.642  0.11
H  -2.861  1.032  -1.523  0.07
H  2.329  2.863  0.486  0.07
H  2.741  5.012  1.638  0.11
H  0.854  6.512  2.161  0.11
H  -1.455  5.861  1.578  0.11
H  -1.879  3.718  0.416  0.11

As for the orbital gap: 7.97 eV. The calculation puts the HOMO energy at -10.86 eV. The relative energy (zero: lowest compared OMol25 entry of this formula, charge and spin) is 0.517 eV. As for the net charge: +1. The max |F| is 0.701 eV/Å.

=====

[3]
The following is a DFT calculation (ωB97M-V/def2-TZVPD) of a structure of composition C22H21AlN15O3PS in a non-equilibrium geometry.

Each line ends with the Löwdin charge.
Atoms and positions in Å:
Al  1.424  0.280  1.184  -0.14
N  2.106  1.685  4.034  0.16
C  0.922  0.963  3.992  -0.45
N  0.103  0.861  4.997  0.07
N  -0.885  0.124  4.475  -0.07
N  -0.679  -0.187  3.251  -0.03
N  0.533  0.341  2.869  0.01
C  3.197  1.180  3.291  -0.44
N  4.435  1.380  3.606  0.05
N  5.110  0.771  2.671  -0.06
N  4.309  0.281  1.784  -0.02
N  3.045  0.499  2.181  0.00
H  2.371  2.131  4.907  0.14
N  1.598  -1.877  1.667  0.09
N  2.596  -2.485  0.882  0.03
C  3.210  -1.792  -0.103  -0.38
N  4.142  -2.508  -0.761  0.20
N  2.673  -0.610  -0.438  0.16
N  3.325  0.172  -1.476  -0.36
O  2.724  1.162  -1.706  0.10
O  4.380  -0.206  -1.967  0.06
H  1.842  -1.966  2.655  0.13
H  0.679  -2.317  1.478  0.13
H  2.810  -3.463  0.976  0.16
H  4.561  -3.324  -0.332  0.12
H  4.701  -2.073  -1.476  0.09
O  -0.137  -0.333  0.334  -0.25
P  -1.216  -0.086  -0.653  0.89
C  -0.504  0.058  -2.298  -0.28
C  0.071  -1.068  -2.885  -0.07
C  0.880  -0.912  -4.021  -0.07
C  1.117  0.365  -4.519  -0.05
C  0.480  1.464  -3.924  -0.06
C  -0.317  1.318  -2.814  -0.09
C  -2.190  1.433  -0.311  -0.26
C  -2.017  2.108  0.881  -0.07
C  -2.850  3.158  1.231  -0.03
C  -3.894  3.512  0.350  -0.05
C  -4.058  2.821  -0.843  -0.07
C  -3.193  1.799  -1.188  -0.09
C  -2.327  -1.493  -0.490  -0.24
C  -2.595  -1.975  0.834  -0.04
C  -3.532  -3.002  0.958  -0.06
C  -4.233  -3.533  -0.146  -0.06
C  -3.948  -3.042  -1.431  -0.08
C  -3.018  -2.037  -1.582  -0.09
H  -0.009  -2.050  -2.428  0.11
H  1.288  -1.776  -4.465  0.09
H  1.665  0.505  -5.448  0.11
H  0.567  2.451  -4.358  0.12
H  -0.719  2.181  -2.327  0.09
H  -1.258  1.767  1.551  0.07
H  -2.639  3.666  2.182  0.12
H  -4.566  4.319  0.541  0.10
H  -4.830  3.052  -1.547  0.10
H  -3.289  1.247  -2.116  0.11
H  -2.072  -1.539  1.651  0.07
H  -3.751  -3.419  1.935  0.11
H  -4.969  -4.303  -0.038  0.10
H  -4.393  -3.439  -2.339  0.11
H  -2.789  -1.658  -2.568  0.10
S  1.321  4.349  -0.934  0.59
C  1.348  3.035  -0.014  -0.87
N  1.342  2.032  0.596  0.12

As for the orbital gap: 7.93 eV. The calculation puts the HOMO energy at -8.26 eV. The relative energy (zero: lowest compared OMol25 entry of this formula, charge and spin) is 0.000 eV. The max |F| is 3.351 eV/Å.

=====

[4]
The following is a DFT calculation (ωB97M-V/def2-TZVPD) of a structure of composition C22H21BiI2N2O in a non-equilibrium geometry.

Each line ends with the Löwdin charge.
Atoms and positions in Å:
C  2.587  -3.859  -4.435  -0.67
I  2.223  -2.017  -3.314  0.66
H  1.660  -4.447  -4.613  -0.04
H  3.331  -4.444  -3.885  -0.05
H  3.049  -3.500  -5.352  -0.08
C  0.436  -2.447  3.171  -0.07
C  0.306  -1.515  1.113  -0.37
N  0.494  -1.264  2.442  -0.14
H  -0.076  -4.483  2.448  0.11
I  -2.578  -0.138  0.478  -0.11
N  -0.024  -2.840  1.056  -0.15
H  0.606  -2.494  4.227  0.10
Bi  0.085  -0.090  -0.754  1.01
C  2.441  -0.558  -1.182  -0.80
O  3.443  -0.140  -0.780  -0.14
C  0.105  -3.431  2.307  -0.07
C  -0.583  -3.540  -0.091  -0.06
H  -1.656  -3.741  0.064  0.09
H  -0.059  -4.494  -0.251  0.09
H  -0.471  -2.922  -0.991  0.04
C  0.635  0.037  3.073  -0.04
H  1.535  0.063  3.709  0.09
H  -0.239  0.244  3.708  0.09
H  0.682  0.805  2.293  0.05
C  -0.043  1.874  0.122  -0.44
C  -0.588  3.003  -0.004  -0.24
C  -1.085  4.286  -0.128  -0.23
C  -2.519  4.544  0.054  -0.19
C  -3.213  5.518  -0.701  -0.07
C  -4.591  5.662  -0.607  -0.13
C  -5.307  4.900  0.323  -0.15
C  -4.636  3.985  1.143  -0.11
C  -3.263  3.776  0.973  -0.06
C  -0.218  5.400  -0.525  -0.19
C  -0.524  6.768  -0.288  -0.08
C  0.249  7.788  -0.839  -0.14
C  1.362  7.465  -1.625  -0.16
C  1.733  6.126  -1.799  -0.12
C  0.984  5.112  -1.202  -0.05
H  -2.643  6.139  -1.397  0.10
H  -5.097  6.354  -1.272  0.08
H  -6.389  5.040  0.409  0.07
H  -5.187  3.424  1.895  0.09
H  -2.748  2.999  1.554  0.08
H  -1.408  7.035  0.296  0.10
H  -0.022  8.827  -0.677  0.08
H  1.932  8.261  -2.109  0.07
H  2.595  5.863  -2.414  0.09
H  1.273  4.060  -1.313  0.10

As for the orbital gap (spin up / spin down): 3.09 / 3.09 eV. The calculation puts the HOMO energy (spin up / spin down) at 1.20 / 1.21 eV. As for the net charge: -2. The max |F| is 2.491 eV/Å.